Below is the molecule C5H9NO in a non-equilibrium geometry, with properties calculated with ωB97M-V with the def2-TZVPD basis set.

```
16
Properties=species:S:1:pos:R:3:lowdin_charge:R:1
N 2.6542 0.6705 -0.4965 0.133
C 1.4243 0.4384 -0.2807 -0.451
C 0.9015 -0.9401 0.0073 -0.094
C -0.6136 -1.2392 0.0491 -0.238
C -1.4084 -0.0289 -0.3431 -0.182
C -0.7657 1.2126 0.2704 -0.182
O 0.5255 1.4704 -0.2648 -0.035
H 2.7985 1.6812 -0.5854 0.059
H 1.6139 -1.7110 -0.3036 0.121
H 0.5314 -1.0902 1.0729 0.114
H -0.9033 -1.3937 1.2079 0.142
H -0.8468 -2.2026 -0.3853 0.110
H -1.4502 0.0847 -1.4285 0.127
H -2.4128 -0.1668 0.0590 0.117
H -0.6956 1.1075 1.3648 0.133
H -1.3531 2.1073 0.0566 0.126
```

Calculated values
LUMO	0.82	eV
HOMO level	-0.337	hartree
HOMO-LUMO gap	9.996	eV
E	-325.83162	Eh
ΔE to the lowest compared entry with this formula, charge and spin	66.5	kcal/mol
spin multiplicity	1
SMILES	[H]/N=C1/CCCCO1



Below is the molecule C5H9NO, with properties calculated with ωB97M-V with the def2-TZVPD basis set.

```
16
Properties=species:S:1:pos:R:3:lowdin_charge:R:1
C 1.6504 -1.0730 -0.3593 -0.041
C 0.6141 -0.2962 0.3770 -0.269
N 0.7576 0.8954 0.9541 0.115
C -0.5449 1.3719 0.7177 -0.314
O -1.2208 1.7804 1.8617 -0.037
C -0.8398 -0.0272 0.0906 -0.262
C -1.2048 -0.1444 -1.3819 -0.066
H 1.8290 -0.6936 -1.3767 0.084
H 1.3369 -2.1187 -0.4421 0.081
H 2.6019 -1.0474 0.1836 0.078
H -1.1235 1.0872 2.5396 0.086
H 1.5621 1.3513 1.3744 0.163
H -1.5380 -0.5685 0.7362 0.144
H -0.5162 0.4527 -1.9897 0.083
H -2.2183 0.2184 -1.5724 0.078
H -1.1456 -1.1882 -1.7128 0.077
```

Calculated values
LUMO (alpha / beta)	0.76 / 0.76	eV
HOMO level (alpha / beta)	-0.254 / -0.254	hartree
HOMO-LUMO gap (alpha / beta)	7.659 / 7.667	eV
E	-325.79091	Eh
ΔE to the lowest compared entry with this formula, charge and spin	92.0	kcal/mol
spin multiplicity	1



Below is a structure of composition C5H9NO in a non-equilibrium geometry, with properties calculated with ωB97M-V with the def2-TZVPD basis set.

```
16
Properties=species:S:1:pos:R:3:lowdin_charge:R:1
C -0.3239 0.1443 1.6279 0.067
C 0.6402 -1.2825 0.5721 0.021
C -0.1141 -1.1611 -0.7147 -0.218
N 0.4147 0.1495 -0.9342 -0.113
C -0.4126 1.1612 -1.5063 -0.127
C 1.1651 0.0748 0.5459 -0.538
O 2.0528 0.7331 1.0468 0.039
H -0.4570 1.2291 1.4525 0.104
H -0.0304 0.0313 2.6674 0.081
H -1.2325 -0.3806 1.3840 0.060
H 1.1496 -2.1806 0.9386 0.140
H 0.3270 -1.8554 -1.4409 0.125
H -1.2103 -1.3130 -0.7129 0.126
H -1.3236 1.3736 -0.9275 0.068
H 0.1555 2.0900 -1.4595 0.082
H -0.8007 1.1861 -2.5389 0.083
```

Calculated values
LUMO	0.15	eV
HOMO level	-0.318	hartree
HOMO-LUMO gap	8.802	eV
E	-325.73914	Eh
ΔE to the lowest compared entry with this formula, charge and spin	124.5	kcal/mol
spin multiplicity	1



Below is the molecule C5H9NO, with properties calculated with ωB97M-V with the def2-TZVPD basis set.

```
16
Properties=species:S:1:pos:R:3:lowdin_charge:R:1
C -1.5662 -1.2796 -0.1543 -0.068
C -0.5949 -0.2313 -0.6650 -0.302
C -0.7165 1.2491 -0.1905 -0.125
C 0.8286 1.3317 -0.0629 -0.093
C 0.8015 -0.1737 -0.0887 -0.302
N 1.4875 -1.0742 0.4795 0.051
O 2.6294 -0.5058 1.0570 -0.069
H -2.5721 -1.1051 -0.5525 0.076
H -1.6190 -1.2606 0.9396 0.080
H -1.2497 -2.2832 -0.4565 0.077
H -0.5448 -0.2545 -1.7621 0.144
H -1.2070 1.9535 -0.8665 0.104
H -1.1906 1.3012 0.7952 0.113
H 1.2599 1.7763 0.8370 0.108
H 1.3087 1.7649 -0.9468 0.119
H 2.9451 -1.2086 1.6375 0.086
```

Calculated values
LUMO	1.07	eV
HOMO level	-0.347	hartree
HOMO-LUMO gap	10.513	eV
E	-325.83065	Eh
ΔE to the lowest compared entry with this formula, charge and spin	67.1	kcal/mol
spin multiplicity	1
SMILES	C[C@H]1CC/C1=N\O



Below is the molecule C5H9NO in a non-equilibrium geometry, with properties calculated with ωB97M-V with the def2-TZVPD basis set.

```
16
Properties=species:S:1:pos:R:3:lowdin_charge:R:1
C 1.9864 0.4088 0.1917 -0.067
C 0.5158 0.3597 -0.1917 -0.279
C 0.0748 -0.7657 -1.1988 -0.119
C -1.3281 -0.7958 -0.5369 -0.101
C -0.7358 -0.0114 0.5846 -0.225
N -1.3557 0.6480 1.5083 -0.130
O -2.6081 0.8304 1.5666 -0.105
H 2.5697 0.5950 -0.7216 0.082
H 2.3683 -0.5243 0.6190 0.078
H 2.1954 1.2254 0.8873 0.071
H 0.1569 1.3969 -0.4016 0.159
H 0.1365 -0.5670 -2.2716 0.105
H 0.5989 -1.7228 -1.0256 0.116
H -1.6843 -1.7541 -0.1500 0.119
H -2.1194 -0.3332 -1.1362 0.120
H -0.7715 1.0102 2.2764 0.177
```

Calculated values
LUMO (alpha / beta)	0.64 / 0.64	eV
HOMO level (alpha / beta)	-0.301 / -0.301	hartree
HOMO-LUMO gap (alpha / beta)	8.831 / 8.831	eV
E	-325.78107	Eh
ΔE to the lowest compared entry with this formula, charge and spin	98.2	kcal/mol
spin multiplicity	1
SMILES	C[C@H]1CC/C1=[NH+]\[O-]



Below is the molecule C5H9NO in a non-equilibrium geometry, with properties calculated with ωB97M-V with the def2-TZVPD basis set.

```
16
Properties=species:S:1:pos:R:3:lowdin_charge:R:1
C -0.4499 -0.8780 1.4784 -0.030
C 1.7426 -0.4769 -0.1825 -0.101
C -1.4079 -0.3874 -0.0764 -0.311
C -0.5649 0.5935 -0.6321 -0.341
N -0.9722 1.6093 -1.4820 0.112
C 0.6861 0.5717 0.0105 -0.102
O -2.5650 -0.7003 -0.1212 0.079
H -1.9741 1.6821 -1.6110 0.096
H -0.4481 1.7214 -2.3397 0.092
H 1.1118 1.5546 0.2390 0.116
H -1.3418 -0.7459 2.0894 0.049
H 0.3479 -0.4281 2.0733 0.046
H -0.2502 -1.9335 1.3075 0.044
H 1.3203 -1.4401 -0.4680 0.083
H 2.3626 -0.5955 0.7094 0.079
H 2.4026 -0.1468 -0.9946 0.088
```

Calculated values
LUMO (alpha / beta)	-0.06 / -0.06	eV
HOMO level (alpha / beta)	-0.294 / -0.294	hartree
HOMO-LUMO gap (alpha / beta)	7.926 / 7.927	eV
E	-325.77658	Eh
ΔE to the lowest compared entry with this formula, charge and spin	101.0	kcal/mol
spin multiplicity	1
SMILES	C/C=C(/N)C(C)=O



Below is a cluster of 2 separate species, C5H9NO in total in a non-equilibrium geometry, with properties calculated with ωB97M-V with the def2-TZVPD basis set.

```
16
Properties=species:S:1:pos:R:3:lowdin_charge:R:1
C 1.6168 -1.2360 0.7783 -0.122
C 0.9053 -0.2909 1.6945 -0.146
O 1.5030 0.8820 1.5908 -0.008
C -1.5123 0.2265 -0.3916 -0.242
C -0.7074 1.2884 -1.1505 -0.099
C -1.5221 -1.0575 -1.0995 -0.246
N -1.4842 -2.0685 -1.6630 0.138
H 0.8722 -1.7153 0.1295 0.059
H 2.0231 -2.0489 1.3926 0.081
H 2.4168 -0.7807 0.1816 0.076
H -1.0851 0.0487 0.6054 0.061
H 1.0387 1.4989 2.1769 0.104
H -2.5468 0.5502 -0.2380 0.117
H -1.2386 1.6043 -2.0534 0.078
H 0.2750 0.9046 -1.4443 0.077
H -0.5490 2.1662 -0.5164 0.072
```

Calculated values
LUMO	0.60	eV
HOMO level	-0.326	hartree
HOMO-LUMO gap	9.482	eV
E	-325.80801	Eh
ΔE to the lowest compared entry with this formula, charge and spin	81.3	kcal/mol
spin multiplicity	1



Below is a cluster of 2 separate species, C5H9NO in total in a non-equilibrium geometry, with properties calculated with ωB97M-V with the def2-TZVPD basis set.

```
16
Properties=species:S:1:pos:R:3:lowdin_charge:R:1
C 1.9222 0.1565 -0.2498 -0.094
C 0.6392 -0.0665 0.5640 -0.211
C -0.5024 -0.8604 -0.0636 -0.390
O -0.1742 -2.1842 -0.2084 0.014
C -1.7915 -0.6012 -0.3427 0.027
C -2.1292 1.9388 0.7791 -0.023
N -1.3037 2.2469 -0.0071 0.023
H 1.7931 0.9204 -1.0254 0.068
H 2.7291 0.4911 0.4158 0.077
H 2.2563 -0.7586 -0.7505 0.073
H 0.2970 0.8805 0.9792 0.075
H 0.9083 -0.6696 1.4488 0.122
H -0.6358 2.0001 -0.7176 0.078
H 0.6893 -2.3525 0.1828 0.092
H -2.4564 -1.4519 -0.3418 0.069
H -2.2414 0.3105 -0.6628 0.000
```

Calculated values
LUMO	0.72	eV
HOMO level	-0.319	hartree
HOMO-LUMO gap	9.403	eV
E	-325.80375	Eh
ΔE to the lowest compared entry with this formula, charge and spin	84.0	kcal/mol
spin multiplicity	1



Below is a structure of composition C5H9NO in a non-equilibrium geometry, with properties calculated with ωB97M-V with the def2-TZVPD basis set.

```
16
Properties=species:S:1:pos:R:3:lowdin_charge:R:1
C -1.3864 -0.2552 1.2007 -0.054
C -1.3439 0.0941 -0.2619 -0.329
N -1.1129 1.5052 -0.5923 0.053
C -0.1202 0.5223 -0.9579 -0.133
C 1.8978 0.2697 -0.1634 0.034
C 2.0398 -1.0640 0.3404 -0.394
O 1.2339 -1.9052 0.7035 -0.017
H -0.7354 0.4198 1.7645 0.089
H -2.4049 -0.1568 1.5931 0.079
H -1.0282 -1.2773 1.3378 0.067
H -2.0428 -0.4570 -0.8951 0.142
H -1.6498 1.8322 -1.3973 0.109
H 0.0889 0.3204 -1.9967 0.126
H 0.8880 0.8797 -0.1058 0.042
H 2.5302 0.5175 -1.0164 0.067
H 3.1458 -1.2454 0.4468 0.118
```

Calculated values
LUMO	0.25	eV
HOMO level	-0.318	hartree
HOMO-LUMO gap	8.908	eV
E	-325.72248	Eh
ΔE to the lowest compared entry with this formula, charge and spin	135.0	kcal/mol
spin multiplicity	1



Below is the molecule C5H9NO in a non-equilibrium geometry, with properties calculated with ωB97M-V with the def2-TZVPD basis set.

```
16
Properties=species:S:1:pos:R:3:lowdin_charge:R:1
C 0.2853 -1.1190 0.9175 0.024
C -0.2809 0.2411 0.8818 -0.490
N -1.7234 -0.0023 -1.0533 0.052
C -1.2842 0.7133 0.0337 -0.176
C 1.3676 -0.0374 -0.0082 -0.131
C 1.5741 -0.2254 -1.3114 -0.036
O -0.0449 0.9311 2.0743 0.004
H -0.2898 1.8567 1.9587 0.102
H -1.6776 -1.0104 -0.9629 0.078
H -2.5476 0.3405 -1.5226 0.085
H 0.7197 -1.3925 1.8707 0.103
H -0.0494 -1.8372 0.1810 0.089
H -1.5279 1.7668 0.0339 0.112
H 2.1258 0.4114 0.6213 0.102
H 2.5177 0.0443 -1.7599 0.044
H 0.8356 -0.6810 -1.9548 0.038
```

Calculated values
LUMO (alpha / beta)	0.90 / 0.90	eV
HOMO level (alpha / beta)	-0.225 / -0.225	hartree
HOMO-LUMO gap (alpha / beta)	7.025 / 7.025	eV
E	-325.76158	Eh
ΔE to the lowest compared entry with this formula, charge and spin	110.4	kcal/mol
spin multiplicity	1



What is the spin multiplicity in the first record?
1



Which formula does entry 8 have?
C5H9NO



What did the seventh record say?
Below is a cluster of 2 separate species, C5H9NO in total in a non-equilibrium geometry, with properties calculated with ωB97M-V with the def2-TZVPD basis set.

```
16
Properties=species:S:1:pos:R:3:lowdin_charge:R:1
C 1.6168 -1.2360 0.7783 -0.122
C 0.9053 -0.2909 1.6945 -0.146
O 1.5030 0.8820 1.5908 -0.008
C -1.5123 0.2265 -0.3916 -0.242
C -0.7074 1.2884 -1.1505 -0.099
C -1.5221 -1.0575 -1.0995 -0.246
N -1.4842 -2.0685 -1.6630 0.138
H 0.8722 -1.7153 0.1295 0.059
H 2.0231 -2.0489 1.3926 0.081
H 2.4168 -0.7807 0.1816 0.076
H -1.0851 0.0487 0.6054 0.061
H 1.0387 1.4989 2.1769 0.104
H -2.5468 0.5502 -0.2380 0.117
H -1.2386 1.6043 -2.0534 0.078
H 0.2750 0.9046 -1.4443 0.077
H -0.5490 2.1662 -0.5164 0.072
```

Calculated values
LUMO	0.60	eV
HOMO level	-0.326	hartree
HOMO-LUMO gap	9.482	eV
E	-325.80801	Eh
ΔE to the lowest compared entry with this formula, charge and spin	81.3	kcal/mol
spin multiplicity	1